Entry A
Computed, not measured: C2H3NO2S in the gas phase, with ωB97M-V/def2-TZVPD.

```
9
C2H3NO2S | the Open Molecules 2025 dataset | ωB97M-V/def2-TZVPD
O 1.3127 2.0401 -0.3522
C 0.5591 1.2200 0.1348
C 0.7351 -0.2699 -0.0461
S 2.2055 -0.9744 -0.1548
N -0.4131 -0.9669 0.0002
O -1.5873 -0.3111 -0.4057
H -0.2842 1.5325 0.7829
H -0.3746 -1.9465 -0.3407
H -2.1532 -0.3238 0.3817
```

Computed properties:
Net charge: 0
HOMO energy: -0.334 hartree

=====

Entry B
Computed, not measured: C2H3NO2S in the gas phase, with ωB97M-V/def2-TZVPD.

```
9
C2H3NO2S | the Open Molecules 2025 dataset | ωB97M-V/def2-TZVPD
C 1.6292 -1.3158 -0.0417
C -0.3228 0.2161 -0.2520
N 0.9933 0.0071 -0.0578
O 1.8747 0.9325 0.0241
O 1.0231 -2.3368 0.0318
S -1.5080 -0.8546 0.0447
H 2.6366 -1.1893 -0.0876
H -0.6389 1.2838 -0.6222
H -2.4094 0.1032 -0.2565
```

Computed properties:
Net charge: 0
HOMO energy (spin up / spin down): -0.300 / -0.300 hartree

=====

Entry C
Computed, not measured: C2H3NO2S in the gas phase, with ωB97M-V/def2-TZVPD.

```
9
C2H3NO2S | the Open Molecules 2025 dataset | ωB97M-V/def2-TZVPD
O -1.3988 -2.1787 -0.1811
C -0.8379 -1.3216 0.4230
C -0.1250 -0.3622 -0.3222
S 0.2644 -0.3544 -1.8099
N 0.7519 0.7571 0.6973
O 1.5151 1.6831 -0.0335
H -0.8066 -1.1909 1.4665
H 0.0631 1.1780 1.2304
H 1.6032 1.5005 -0.9763
```

Computed properties:
Net charge: 0
HOMO energy (spin up / spin down): -0.343 / -0.343 hartree

=====

Entry D
Computed, not measured: 2 unconnected molecules or ions with the total composition C2H3NO2S, with ωB97M-V/def2-TZVPD.

```
9
C2H3NO2S | the Open Molecules 2025 dataset | ωB97M-V/def2-TZVPD
C 0.8851 -0.7374 1.0929
C -0.7178 0.1556 -0.6652
H -1.5495 -2.2941 -0.6322
H 0.5623 -1.5301 2.0866
H -1.7574 -0.0585 -1.1808
N -0.1339 -0.9145 -0.0058
O -1.0278 -1.8007 0.4774
O 1.5769 0.2786 0.7486
S -0.1072 1.6219 -0.7879
```

Computed properties:
Net charge: 0
HOMO energy: -0.307 hartree

=====

Verdict on stability: entry D comes out at the bottom.

=====

Entry A
Computed, not measured: C2H2N2O2S in the gas phase, with ωB97M-V/def2-TZVPD.

```
9
C2H2N2O2S | the Open Molecules 2025 dataset | ωB97M-V/def2-TZVPD
C -0.2762 -1.1491 1.0722
C 0.1505 0.2394 -1.1413
N -0.9646 -0.2522 1.2199
N -0.0498 1.0873 -0.2038
O 0.9422 1.6682 0.3735
O -1.0870 0.9252 0.5794
S 0.7355 -2.3462 1.1853
H -0.6116 -0.3674 -1.4993
H 1.1612 0.1948 -1.5859
```

Computed properties:
Net charge: 0
HOMO energy (spin up / spin down): -0.269 / -0.330 hartree
⟨S²⟩: 2.025
2S+1: 3

=====

Entry B
Computed, not measured: C2H2N2O2S in the gas phase, with ωB97M-V/def2-TZVPD.

```
9
C2H2N2O2S | the Open Molecules 2025 dataset | ωB97M-V/def2-TZVPD
C 0.1225 -1.5581 -0.0815
C -0.0007 -0.1231 -0.2276
N 0.3841 -2.6769 -0.0773
N 1.4676 0.2430 -0.9495
O 3.9979 0.0247 -0.4479
O 2.3809 -0.5755 1.2445
S 2.6478 -0.1094 -0.0482
H -0.7637 0.0859 -0.9396
H 0.1126 0.4019 0.8200
```

Computed properties:
Net charge: 0
HOMO energy (spin up / spin down): -0.241 / -0.442 hartree
⟨S²⟩: 2.006
2S+1: 3

=====

Verdict on stability: entry A comes out at the bottom.

=====

Entry A
Computed, not measured: 2 unconnected molecules or ions with the total composition C5H13N, with ωB97M-V/def2-TZVPD.

```
19
C5H13N | the Open Molecules 2025 dataset | ωB97M-V/def2-TZVPD
C 2.6846 -1.4449 -0.6140
N 2.8220 -0.2228 -0.0830
C 3.1465 -0.1549 1.3569
H 3.5468 -1.5256 -1.3062
H 2.0676 -2.2614 -0.1443
H 3.8945 0.7550 1.6009
H 2.3428 -0.0117 2.0500
H 3.6288 -1.1359 1.7151
C -2.3956 -0.3923 0.4942
C -2.5340 0.9846 -0.1322
C -1.6780 1.0853 -1.4235
H -1.2731 -0.5925 0.4996
H -2.9383 -0.4937 1.3687
H -2.8236 -1.1729 -0.2344
H -3.6683 1.2217 -0.3026
H -2.2044 1.8024 0.5605
H -2.3195 1.6747 -2.1466
H -1.5544 0.1383 -1.8992
H -0.7442 1.7465 -1.3601
```

Computed properties:
Net charge: 0
HOMO energy: -0.316 hartree

=====

Entry B
Computed, not measured: C5H13N in the gas phase, with ωB97M-V/def2-TZVPD.

```
19
C5H13N | the Open Molecules 2025 dataset | ωB97M-V/def2-TZVPD
C -2.4878 -0.4052 -0.1357
C -1.1791 -0.4785 0.8442
C -0.0432 -0.8367 -0.0609
N 0.9958 0.2766 0.2540
C 2.3655 -0.1656 0.1268
C 0.7642 1.5135 -0.4574
H -2.4184 0.4715 -0.7746
H -2.6182 -1.3050 -0.7333
H -3.3564 -0.3129 0.5132
H -1.1185 0.4673 1.3761
H -1.3700 -1.2671 1.5701
H -0.2459 -0.8625 -1.1399
H 0.4062 -1.7847 0.2327
H 2.6417 -0.4029 -0.9138
H 2.5171 -1.0610 0.7309
H 3.0399 0.6113 0.4940
H 0.8913 1.4005 -1.5471
H 1.4649 2.2768 -0.1118
H -0.2492 1.8645 -0.2676
```

Computed properties:
Net charge: 0
HOMO energy: -0.303 hartree

=====

Entry C
Computed, not measured: 2 unconnected molecules or ions with the total composition C5H13N, with ωB97M-V/def2-TZVPD.

```
19
C5H13N | the Open Molecules 2025 dataset | ωB97M-V/def2-TZVPD
C -0.6062 -2.3925 -1.8709
C 0.4548 -1.7414 -1.3654
N 1.0986 -0.7007 -2.0105
H -0.9701 -1.9802 -2.8015
H -1.0537 -3.1825 -1.2930
H 1.0074 -1.9829 -0.4683
H 0.8569 -0.1609 -2.8331
H 2.0426 -0.4984 -1.7253
C -1.5204 1.6378 1.2107
C -0.4275 1.3525 2.2304
C 0.9659 1.3701 1.5576
H -1.6127 0.9709 0.3579
H -2.4843 1.5552 1.7304
H -1.5638 2.6347 0.7599
H -0.4310 1.9908 3.1042
H -0.5724 0.3037 2.4992
H 1.7703 1.1936 2.2704
H 1.0649 2.3693 1.1203
H 1.1513 0.6972 0.7211
```

Computed properties:
Net charge: 0
HOMO energy: -0.297 hartree

=====

Verdict on stability: entry A comes out at the bottom.

=====

Entry A
Computed, not measured: 2 unconnected molecules or ions with the total composition C5H13N, with ωB97M-V/def2-TZVPD.

```
19
C5H13N | the Open Molecules 2025 dataset | ωB97M-V/def2-TZVPD
C 1.2131 4.1326 0.5609
C 0.8447 3.1399 1.3589
N 0.8059 1.7852 1.0127
H 1.5278 3.9015 -0.4489
H 1.1306 5.1545 0.8849
H 0.5393 3.3314 2.3773
H 1.4252 1.5682 0.2513
H 0.7475 1.1562 1.7973
C -0.1582 -1.5884 0.2844
C -1.1471 -1.7930 -0.8440
C -0.9968 -3.1058 -1.5923
H 0.8641 -1.5639 -0.1047
H -0.3266 -0.6431 0.7950
H -0.2050 -2.3866 1.0230
H -2.1649 -1.8235 -0.4413
H -1.1477 -0.9378 -1.5164
H -1.1986 -3.9439 -0.9312
H -0.0235 -3.2323 -2.0662
H -1.7299 -3.1513 -2.4006
```

Computed properties:
Net charge: 0
HOMO energy: -0.305 hartree

=====

Entry B
Computed, not measured: 2 unconnected molecules or ions with the total composition C5H13N, with ωB97M-V/def2-TZVPD.

```
19
C5H13N | the Open Molecules 2025 dataset | ωB97M-V/def2-TZVPD
C -3.4389 1.4337 -0.4596
C -2.1399 1.1698 -0.8429
C -1.7077 0.7819 -2.3013
H -3.4965 1.9623 0.4629
H -4.3138 0.9144 -0.8839
H -1.4217 1.2318 0.0556
H -1.5998 1.6841 -2.8328
H -0.7591 0.1278 -2.1474
H -2.2900 -0.1057 -2.6307
C 2.4125 -0.1126 1.9614
N 2.6410 -1.4835 1.3587
C 1.8081 -1.4953 0.0581
H 1.3242 0.1363 2.4650
H 3.0553 -0.0868 2.9284
H 2.6020 0.6236 1.3063
H 2.1450 -2.2032 2.0022
H 2.2647 -0.7922 -0.6890
H 0.7268 -1.2592 0.2788
H 1.6714 -2.5138 -0.3207
```

Computed properties:
Net charge: 0
HOMO energy: -0.339 hartree

=====

Entry C
Computed, not measured: 2 unconnected molecules or ions with the total composition C5H13N, with ωB97M-V/def2-TZVPD.

```
19
C5H13N | the Open Molecules 2025 dataset | ωB97M-V/def2-TZVPD
C 1.6218 -0.7280 -3.2553
C 1.6359 -0.8844 -1.9392
N 2.0779 -2.0331 -1.2979
H 2.0138 -1.4196 -3.9863
H 1.1880 0.1674 -3.6804
H 1.4459 -0.1502 -1.1641
H 2.2243 -2.8829 -1.8368
H 2.0168 -2.2409 -0.3109
C -2.2086 0.7399 0.6649
C -1.5239 1.3632 1.8988
C -0.2393 0.6654 2.3705
H -2.4493 1.5736 -0.0059
H -3.0615 0.1162 0.9209
H -1.6121 0.1584 -0.0473
H -2.2835 1.6376 2.6259
H -1.1878 2.3544 1.5678
H 0.5255 0.5385 1.6076
H 0.1506 1.3736 3.1057
H -0.3345 -0.3490 2.7622
```

Computed properties:
Net charge: 0
HOMO energy: -0.297 hartree

=====

Entry D
Computed, not measured: 2 unconnected molecules or ions with the total composition C5H13N, with ωB97M-V/def2-TZVPD.

```
19
C5H13N | the Open Molecules 2025 dataset | ωB97M-V/def2-TZVPD
C 0.3810 1.3282 -1.6692
C 1.2394 0.1383 -1.4819
C 1.0427 -0.8043 -0.4182
C -0.3541 -0.9454 0.0920
N -0.9772 0.1535 0.8139
C -0.4192 0.3416 2.1628
H 0.4922 2.1866 -1.0166
H 0.2775 1.8945 -2.6140
H -0.5823 0.9110 -1.3743
H 2.2612 0.2157 -1.8832
H 0.6754 -0.8700 -1.8816
H -0.5113 -1.7704 0.7996
H 1.9336 -1.0107 0.2626
H -3.8262 -1.8542 1.6364
H -0.9461 -1.0434 -0.8017
H -3.3591 -1.2707 1.5288
H 0.4928 1.0866 2.2097
H -0.0943 -0.6274 2.5590
H -1.3111 0.7276 2.7641
```

Computed properties:
Net charge: 0
HOMO energy: -0.245 hartree

=====

Verdict on stability: entry D comes out at the bottom.